# 1
Formula: C4H11NO
Source: the OMol25 dataset
Level of theory: ωB97M-V/def2-TZVPD

The value obtained for the highest occupied orbital energy is -8.87 eV. The value obtained for the LUMO energy is 0.9 eV. Its energy above the lowest of the compared OMol25 structures with the same formula, charge and spin is 60.4 kcal per mole.

Geometry (Å):
1 C -3.522 0.299 -0.038
2 C -2.254 0.613 -0.807
3 O -2.208 0.518 -2.074
4 H -4.473 0.615 -0.403
5 H -3.453 -0.807 0.006
6 H -3.295 0.624 0.963
7 H -1.358 0.821 -0.234
8 C 2.781 -0.232 1.183
9 N 1.474 -0.603 0.679
10 C 1.453 -0.217 -0.780
11 H 2.848 0.988 1.046
12 H 3.621 -0.743 0.646
13 H 2.931 -0.338 2.178
14 H 1.179 -1.543 0.861
15 H 2.393 -0.339 -1.308
16 H 0.598 -0.546 -1.341
17 H 1.284 0.889 -0.578

=====

# 2
Formula: C4H11NO
Source: the OMol25 dataset
Level of theory: ωB97M-V/def2-TZVPD

The value obtained for the highest occupied orbital energy is -7.63 eV. The value obtained for the LUMO energy is 0.8 eV. Its energy above the lowest of the compared OMol25 structures with the same formula, charge and spin is 85.6 kcal per mole.

Geometry (Å):
1 C -2.124 1.630 1.437
2 C -1.392 0.476 1.503
3 N 0.027 0.437 1.212
4 C 0.486 -0.767 0.470
5 C 1.884 -0.574 -0.085
6 H -3.000 1.658 0.833
7 H -1.624 2.632 1.824
8 H -1.710 -0.444 2.002
9 H 0.348 1.377 0.975
10 H 0.565 -1.455 1.243
11 H -0.079 -0.934 -0.417
12 H 2.046 0.046 -1.013
13 H 2.508 -0.072 0.673
14 H 2.220 -1.563 -0.377
15 O 0.570 -0.898 -3.536
16 H -0.343 -0.884 -3.124
17 H 1.196 -0.828 -2.768

=====

We obtain Kohn-Sham gap values of 9.8 8.4 eV for the records listed above, in that order.